Record 1
Formula: C11H38O8
Source: the Open Molecules 2025 dataset
Level of theory: ωB97M-V/def2-TZVPD

Positions of all 57 atoms, in Å:
C (-1.04178, 1.64085, 19.06769)
O (0.17567, 1.32368, 18.40648)
H (-0.95172, 2.25667, 19.96253)
H (-1.78719, 2.03351, 18.37612)
H (-1.51304, 0.72243, 19.41774)
H (-0.01930, 0.66401, 17.73684)
C (0.69270, -3.82465, 19.35165)
O (0.74899, -5.09625, 19.86638)
H (0.93561, -3.77053, 18.29045)
H (-0.31692, -3.44995, 19.52017)
H (1.38533, -3.15990, 19.86788)
H (-0.05842, -5.58038, 19.67848)
C (-5.08754, -0.12922, 14.13441)
O (-4.09904, 0.09347, 15.14772)
H (-4.62935, -0.76710, 13.37858)
H (-5.92964, -0.66486, 14.57265)
H (-5.36118, 0.78776, 13.61253)
H (-4.44708, 0.77172, 15.73121)
C (-0.88165, -6.67311, 14.97645)
C (-1.91519, -5.67127, 14.50633)
O (-1.29316, -4.72348, 13.74831)
H (-0.09358, -6.20657, 15.56756)
H (-0.43012, -7.15134, 14.10726)
H (-1.40652, -7.46050, 15.51739)
H (-2.26727, -5.18963, 15.41856)
H (-2.70549, -6.22646, 14.00110)
H (-1.76060, -4.66156, 12.91208)
C (-0.47185, -0.16355, 11.25802)
C (0.81198, -0.91283, 11.06682)
O (0.63856, -1.78278, 9.93556)
H (-0.41379, 0.51812, 12.10658)
H (-1.32189, -0.83062, 11.40142)
H (-0.63614, 0.45261, 10.37402)
H (1.21259, -1.39970, 11.95596)
H (1.59478, -0.21902, 10.76033)
H (0.86732, -2.68338, 10.17680)
C (-4.99548, -1.60228, 19.70797)
C (-5.10936, -0.87561, 21.05259)
O (-5.83415, 0.34494, 20.90989)
H (-4.55658, -0.93512, 18.96610)
H (-5.94924, -2.07212, 19.46778)
H (-4.27234, -2.41751, 19.68426)
H (-4.09899, -0.61796, 21.37017)
H (-5.55241, -1.52828, 21.80480)
H (-5.74143, 0.69219, 21.80006)
C (3.29882, 2.46312, 14.92848)
C (4.65322, 2.76655, 14.25873)
O (5.69500, 2.01198, 14.81900)
H (2.96617, 1.42840, 14.84595)
H (2.57821, 3.15440, 14.49153)
H (3.31077, 2.68672, 15.99525)
H (4.88432, 3.82965, 14.19159)
H (4.53990, 2.52880, 13.20102)
H (6.34960, 2.15502, 14.13153)
O (-0.65982, -1.25921, 15.56124)
H (-1.59383, -1.05976, 15.49748)
H (-0.54905, -2.05738, 15.04463)

Calculated values
Frontier orbital gap, eV: 10.26
SMILES string: CCO.CCO.CCO.CCO.CO.CO.CO.O
Spin multiplicity: 1
Molecular weight, g mol⁻¹: 298.42
Energy above the lowest of the compared OMol25 structures with the same formula, charge and spin, kcal/mol: 75.9

These are the Mulliken partial charges, in e, on atoms 1 to 8:
1 C -0.473
2 O -0.493
3 H 0.280
4 H 0.248
5 H 0.143
6 H 0.284
7 C -0.388
8 O -0.519

---

Record 2
Formula: C11H3Cl5IrN3Se3Te2
Source: the Open Molecules 2025 dataset
Level of theory: ωB97M-V/def2-TZVPD

Positions of all 28 atoms, in Å:
Ir (-0.46491, 0.21748, -0.39330)
Cl (2.12727, 0.50486, -0.79267)
C (1.56020, 2.15334, -0.71019)
C (0.16896, 2.16727, -0.54739)
C (-0.38363, 3.43831, -0.43175)
Cl (-2.07509, 3.66683, -0.15701)
C (0.38820, 4.61854, -0.47720)
Cl (-0.34398, 6.15901, -0.35314)
C (1.76310, 4.52458, -0.65026)
Cl (2.74901, 5.94638, -0.68025)
C (2.37625, 3.26186, -0.77489)
Cl (4.06812, 3.14534, -1.07372)
Se (-2.65636, 0.43931, -0.93568)
Te (-4.15944, 0.52391, 1.11945)
Te (-2.25136, 1.19100, 2.90302)
Se (-0.17136, 0.19709, 2.06612)
Se (2.45907, -3.12585, 1.93597)
N (1.43996, -4.56849, 1.44803)
C (0.48962, -4.04378, 0.72535)
C (-0.54414, -4.72778, 0.11204)
C (-1.47633, -4.06472, -0.69364)
C (-1.41106, -2.70874, -0.87143)
N (-0.45915, -1.94214, -0.23564)
C (0.48330, -2.57582, 0.51883)
N (1.44833, -1.88305, 1.08180)
H (-0.63849, -5.79231, 0.38646)
H (-2.34193, -4.57221, -1.12240)
H (-2.14418, -2.15022, -1.39653)

Calculated values
Frontier orbital gap (spin up / spin down), eV: 4.47 / 5.36
Spin multiplicity: 5
Molecular weight, g mol⁻¹: 1038.73
Energy above the lowest of the compared OMol25 structures with the same formula, charge and spin, kcal/mol: 0.0

These are the Mulliken partial charges, in e, on atoms 1 to 8:
1 Ir 0.742
2 Cl -0.221
3 C 1.306
4 C -1.380
5 C 1.074
6 Cl -0.174
7 C -0.435
8 Cl -0.170

---

Record 3
Formula: C11H40N10O9
Source: the Open Molecules 2025 dataset
Level of theory: ωB97M-V/def2-TZVPD

Positions of all 70 atoms, in Å:
C (-2.19286, -2.89157, -1.60394)
C (-1.69686, -2.17757, -0.29194)
O (-1.68986, -0.76357, -0.59994)
H (-3.23886, -2.69757, -1.63494)
H (-2.02486, -3.97457, -1.49794)
H (-1.72186, -2.46257, -2.44994)
H (-0.64786, -2.37957, -0.15794)
H (-2.31286, -2.43157, 0.62206)
H (-2.60086, -0.54057, -0.62594)
C (2.12114, -1.96357, 1.48706)
C (2.88714, -1.49057, 2.75406)
O (1.94714, -1.25557, 3.81106)
H (1.38014, -1.21557, 1.31006)
H (1.68814, -2.95257, 1.62006)
H (2.78414, -1.92457, 0.62906)
H (3.25514, -0.53157, 2.51906)
H (3.69814, -2.20957, 2.99406)
H (2.21314, -0.46157, 4.27506)
C (-0.16086, 1.42243, 1.81106)
O (0.62514, 1.70343, 2.94606)
N (-0.09886, 2.07043, 0.68606)
N (-0.89286, 0.39343, 1.77506)
H (0.59814, 2.85743, 0.73806)
H (-0.81986, 2.10543, -0.01094)
H (-0.86886, -0.10357, 2.66306)
H (-1.09586, -0.18757, 0.95506)
C (1.14014, -1.46357, -2.63094)
O (1.02814, -2.67857, -2.03694)
N (0.31714, -0.47657, -2.44094)
N (2.05314, -1.22257, -3.48494)
H (-0.57286, -0.56357, -1.84694)
H (0.68114, 0.46943, -2.64494)
H (2.84214, -1.86557, -3.51294)
H (2.02614, -0.59657, -4.33194)
C (-1.75186, -1.74457, 4.02406)
O (-2.98386, -1.75157, 4.56906)
N (-0.85286, -0.80857, 4.25706)
N (-1.39586, -2.63357, 3.10806)
H (-1.11486, -0.09057, 4.89406)
H (0.13814, -1.10557, 4.19406)
H (-2.14786, -3.34157, 2.75406)
H (-0.48686, -2.57057, 2.58706)
C (3.31514, 0.82743, -0.71994)
O (4.21914, 1.44543, 0.11606)
N (2.07914, 0.63143, -0.51594)
N (3.60614, 0.41843, -1.94894)
H (1.64214, 1.02143, 0.33106)
H (1.45114, 0.00143, -1.00594)
H (4.62214, 0.45543, -2.17794)
H (2.97614, -0.12057, -2.58594)
C (1.29714, 2.62843, -3.63094)
O (0.49314, 3.24243, -4.53094)
N (0.80614, 2.21843, -2.49394)
N (2.50714, 2.23443, -3.89894)
H (-0.10286, 2.54343, -2.24994)
H (1.35514, 1.82543, -1.67794)
H (3.01714, 2.57643, -4.76894)
H (3.05814, 1.76243, -3.15094)
C (-2.24486, 3.81343, -1.43694)
O (-1.84086, 2.49043, -1.58094)
H (-1.77786, 4.37243, -0.69094)
H (-3.28586, 3.66643, -1.11794)
H (-2.21986, 4.35443, -2.37194)
H (-2.34786, 2.02543, -2.27394)
C (-4.08486, 0.18543, 2.18406)
O (-3.42186, 1.14543, 1.42106)
H (-3.75586, -0.79157, 1.83906)
H (-5.20886, 0.26443, 2.10106)
H (-3.77286, 0.22743, 3.20606)
H (-2.43386, 1.04143, 1.45206)

Calculated values
Frontier orbital gap, eV: 9.49
SMILES string: NC(N)=O.NC(N)=O.NC(N)=O.NC(N)=O.NC(N)=O.CCO.CCO.CO.CO
Spin multiplicity: 1
Molecular weight, g mol⁻¹: 456.50
Energy above the lowest of the compared OMol25 structures with the same formula, charge and spin, kcal/mol: 123.9

These are the Mulliken partial charges, in e, on atoms 1 to 8:
1 C -1.318
2 C 0.044
3 O -0.861
4 H 0.459
5 H 0.367
6 H 0.269
7 H 0.129
8 H 0.057